C3H6OS | ωB97M-V/def2-TZVPD

Values from the calculation:
structure (SMILES) = O[C@H]1C[C@H]1S
ΔE to the lowest compared entry with this formula, charge and spin = 167.10 kJ/mol
HOMO-LUMO gap = 9.644 eV
HOMO energy = -0.33025 Eh
LUMO = 0.657 eV

```
11
Properties=species:S:1:pos:R:3:nbo_charge:R:1
C -0.1183 0.6254 0.5374 -0.397
H -0.2882 1.3170 1.3604 0.236
H 0.4629 0.8613 -1.5814 0.226
S -1.5239 -0.2526 -0.1309 -0.047
O 1.4195 -1.2366 -0.0557 -0.689
C 1.2534 0.1000 0.3521 0.080
H 0.5302 -1.4558 -0.5018 0.466
H 1.0888 2.0989 -0.4303 0.221
H 2.0613 0.3576 1.0377 0.202
H -2.4267 -0.0612 0.9196 0.155
C 0.7978 1.0775 -0.6002 -0.454
```

=====

C4H17N2O2 | ωB97M-V/def2-TZVPD

Values from the calculation:
net charge = +1
ΔE to the lowest compared entry with this formula, charge and spin = 274.07 kJ/mol
HOMO-LUMO gap = 11.361 eV
HOMO energy = -0.51674 Eh
LUMO = -2.700 eV

```
25
Properties=species:S:1:pos:R:3:nbo_charge:R:1
C 0.5704 -1.0600 1.8936 -0.269
C -1.2490 1.0561 0.6097 -0.263
C 0.7409 -0.5034 0.4328 -0.197
H -1.3492 2.8989 -0.5898 0.216
O 1.1078 0.2944 -3.0947 -0.948
H 1.6174 -1.4182 2.2037 0.225
H -0.2069 -1.8974 1.9368 0.221
H -1.7263 0.1205 0.4181 0.228
H 1.8775 -0.3829 0.2254 0.224
H 0.2446 -1.1090 -0.2461 0.245
H -3.0828 1.8643 -0.2977 0.259
O 0.3835 -2.5291 -2.2713 -0.946
H 1.2523 -2.8956 -2.0340 0.479
N 0.2267 1.0224 0.4664 -0.543
C -1.8679 1.8042 -0.5214 -0.651
N 0.3036 0.0341 2.8885 -0.885
H 0.6771 -0.4819 -3.2941 0.469
H 0.3093 -2.7288 -3.1567 0.473
H 0.7425 1.5905 1.2779 0.481
H -0.5703 -0.0718 3.4087 0.381
H -1.9095 1.3895 -1.5592 0.249
H 1.9721 0.1680 -3.5820 0.479
H 0.4853 1.4433 -0.4283 0.445
H 0.9102 -0.0964 3.7073 0.386
H -1.4595 1.4880 1.6061 0.241
```

=====

C2ClNO2 | ωB97M-V/def2-TZVPD

Values from the calculation:
structure (SMILES) = O=C=NC(=O)Cl
ΔE to the lowest compared entry with this formula, charge and spin = 0.00 kJ/mol
HOMO-LUMO gap = 11.280 eV
HOMO energy = -0.42804 Eh
LUMO = -0.367 eV

```
6
Properties=species:S:1:pos:R:3:nbo_charge:R:1
Cl 0.1901 -0.5622 -1.9317 -0.121
O -2.1440 -0.4883 1.1662 -0.436
N 0.0363 0.4641 0.6267 -0.599
C -1.1070 0.0032 0.7505 0.944
C 0.9218 0.1448 -0.3410 0.683
O 2.1028 0.4385 -0.2706 -0.471
```

=====

Which of these has the lowest HOMO energy?
C4H17N2O2